#w
Below is one molecule with the formula C4H2O2, with properties calculated with wB97M-V/def2-TZVPD.

The geometry in ORCA input format:
```
! wB97M-V def2-TZVPD RIJCOSX def2/J DEFGRID3
* xyz 0 1
H -2.13 -0.34 -0.60
C -0.38 0.69 0.32
C -1.36 -0.47 0.18
H 2.93 -0.45 -0.90
C 0.98 0.35 -0.07
C 2.01 -0.08 -0.52
O -0.76 1.77 0.71
O -1.30 -1.45 0.88
*
```

Values from the calculation:
* SMILES: C#CC(=O)C=O
* highest occupied orbital energy: -10.19 eV


#x
Below is one molecule with the formula C4H2O2, with properties calculated with wB97M-V/def2-TZVPD.

The geometry in ORCA input format:
```
! wB97M-V def2-TZVPD RIJCOSX def2/J DEFGRID3
* xyz 0 1
C -0.55 0.08 1.04
C -0.65 0.60 -0.18
H -1.35 1.41 -0.43
C 0.20 -0.78 1.69
O 0.77 -1.46 2.45
H 0.67 -0.88 -1.14
O 0.64 0.88 -2.16
C 0.28 0.15 -1.27
*
```

Values from the calculation:
* SMILES: O=C=C=CC=O
* highest occupied orbital energy: -9.64 eV


#y
Below is one molecule with the formula C4H2O2, with properties calculated with wB97M-V/def2-TZVPD.

The geometry in ORCA input format:
```
! wB97M-V def2-TZVPD RIJCOSX def2/J DEFGRID3
* xyz 0 1
H -0.71 -1.32 -0.22
C -4.01 -0.17 0.25
O 1.47 -0.69 0.05
C 0.89 0.38 0.21
C -1.23 -0.27 -0.29
O -0.41 0.67 0.07
C -2.87 -0.10 -0.19
H 1.56 1.27 0.20
*
```

Values from the calculation:
* highest occupied orbital energy (alpha / beta): -10.05 / -9.91 eV


Most stable structure, least stable structure: #x, #y.


#w
Below is a 5-piece molecular cluster, H10O5 overall, with properties calculated with wB97M-V/def2-TZVPD.

The geometry in ORCA input format:
```
! wB97M-V def2-TZVPD RIJCOSX def2/J DEFGRID3
* xyz 1 2
H 3.03 0.45 1.53
O 3.42 0.10 0.74
H 0.65 -1.21 0.60
H 0.19 1.37 0.41
H -3.35 2.12 1.25
H -0.47 -0.42 -2.11
O 0.27 0.42 0.41
H -0.62 0.10 0.33
H 1.24 -2.42 -0.09
H -1.70 -1.28 -2.32
H -3.48 0.98 0.26
H 4.15 0.69 0.54
O 0.86 -2.13 0.74
O -1.20 -0.57 -2.72
O -3.00 1.79 0.42
*
```

Values from the calculation:
* highest occupied orbital energy (alpha / beta): -14.89 / -14.88 eV


#x
Below is a 5-piece molecular cluster, H10O5 overall, with properties calculated with wB97M-V/def2-TZVPD.

The geometry in ORCA input format:
```
! wB97M-V def2-TZVPD RIJCOSX def2/J DEFGRID3
* xyz 1 2
H 3.89 -3.42 -19.09
H 7.82 -1.32 -19.55
H 7.89 1.81 -20.11
O 8.41 -1.62 -18.86
H 6.72 1.02 -19.57
O 4.71 -2.97 -18.88
H 5.98 -2.14 -20.29
O 5.32 0.83 -20.81
O 7.63 1.26 -19.38
H 8.97 -2.27 -19.29
O 6.63 -1.69 -20.83
H 4.61 0.66 -20.19
H 5.12 1.70 -21.15
H 4.55 -2.57 -18.03
H 6.18 -0.91 -21.15
*
```

Values from the calculation:
* highest occupied orbital energy (alpha / beta): -15.81 / -15.68 eV


Most stable structure, least stable structure: #x, #w.


#w
Below is a 2-piece molecular cluster, C5H11NO overall, with properties calculated with wB97M-V/def2-TZVPD.

The geometry in ORCA input format:
```
! wB97M-V def2-TZVPD RIJCOSX def2/J DEFGRID3
* xyz 1 2
H 1.68 0.80 -0.84
H -1.21 1.20 1.58
H -1.56 0.01 -2.90
C 0.26 -0.05 2.47
H 0.76 -1.02 2.55
H -1.08 1.17 -0.79
C -0.52 -0.47 0.24
N -0.97 0.16 -0.84
H -0.83 -1.37 -2.18
C -0.76 -0.28 -2.22
C -0.12 -1.80 0.20
H 0.24 0.45 3.44
H 0.02 -2.41 -0.69
O 2.15 1.64 -0.77
H 1.69 2.08 -0.02
H 0.20 -0.02 -2.65
C -0.56 0.35 1.50
H 0.04 -2.36 1.11
*
```

Values from the calculation:
* highest occupied orbital energy (alpha / beta): -14.95 / -15.05 eV


#x
Below is an isolated ion of composition C5H11NO and charge +1, with properties calculated with wB97M-V/def2-TZVPD.

The geometry in ORCA input format:
```
! wB97M-V def2-TZVPD RIJCOSX def2/J DEFGRID3
* xyz 1 2
C -1.45 1.23 -0.49
H 2.41 0.24 0.51
H -1.79 2.34 1.22
C -0.71 0.14 0.22
O 1.29 -1.02 1.59
C 1.81 -0.64 0.34
C 0.57 -0.31 -0.53
H 0.70 0.48 -1.28
H 2.03 -1.18 2.19
H 2.43 -1.40 -0.12
H 1.10 -2.10 -1.47
H -0.36 0.46 1.20
N 0.29 -1.50 -1.32
C -2.01 2.24 0.15
H -1.63 0.98 -1.54
H -2.86 2.87 -0.06
H -1.30 -0.74 0.51
H -0.52 -2.09 -1.11
*
```

Values from the calculation:
* highest occupied orbital energy (alpha / beta): -13.62 / -13.59 eV


#y
Below is a 2-piece molecular cluster, C5H11NO overall, with properties calculated with wB97M-V/def2-TZVPD.

The geometry in ORCA input format:
```
! wB97M-V def2-TZVPD RIJCOSX def2/J DEFGRID3
* xyz 1 2
H -0.82 -0.63 1.47
H -1.90 1.50 -0.73
H -0.54 -2.42 -0.25
C 0.93 1.38 -0.19
O -2.83 1.30 -0.72
C 0.27 0.17 -0.23
H 0.05 -0.30 -1.22
C 0.17 -0.74 0.96
H -3.17 1.82 0.03
C 1.10 -3.10 0.94
H 1.91 1.32 0.32
H 1.60 -2.87 1.90
H 1.27 3.25 -0.71
H 1.08 -0.52 1.52
H 0.10 2.58 -1.72
N 0.84 2.40 -1.06
H 1.33 -4.10 0.62
C 0.22 -2.20 0.52
*
```

Values from the calculation:
* highest occupied orbital energy (alpha / beta): -13.55 / -13.53 eV


#z
Below is a 2-piece molecular cluster, C5H11NO overall, with properties calculated with wB97M-V/def2-TZVPD.

The geometry in ORCA input format:
```
! wB97M-V def2-TZVPD RIJCOSX def2/J DEFGRID3
* xyz 1 2
H -1.13 -3.75 0.61
C 0.83 1.15 0.26
H -3.00 -0.60 -1.02
H 2.18 1.35 1.87
H -0.31 2.27 1.64
O -0.42 -3.35 0.11
C 2.04 0.68 1.02
H -1.45 1.24 -1.50
H -0.31 -2.48 0.53
H 1.03 0.08 -1.63
N 0.07 2.15 0.71
H -0.52 2.57 0.01
C -1.03 0.27 -1.17
C 0.38 0.36 -0.80
H 2.10 -0.31 1.48
C -1.94 -0.72 -1.17
H -1.49 -1.69 -1.35
H 2.94 0.78 0.41
*
```

Values from the calculation:
* highest occupied orbital energy (alpha / beta): -13.95 / -13.92 eV


Most stable structure, least stable structure: #w, #x.


#w
Below is an isolated ion of composition C5H11NO and charge +1, with properties calculated with wB97M-V/def2-TZVPD.

The geometry in ORCA input format:
```
! wB97M-V def2-TZVPD RIJCOSX def2/J DEFGRID3
* xyz 1 2
H -0.16 0.35 -1.25
H -0.80 -1.22 1.25
H 0.14 0.92 1.81
H -0.65 -1.91 -0.44
O 0.02 2.54 0.45
H 2.66 -2.62 -0.71
H -2.26 0.54 0.79
H -0.53 2.43 -0.34
H 1.03 -2.38 -1.88
C 1.68 -2.19 -0.99
C 0.32 1.19 0.68
C -0.58 0.28 -0.28
H -2.57 -0.06 -0.79
H 1.83 -1.36 0.94
H 1.43 1.15 0.44
N -1.98 0.59 -0.20
C -0.35 -1.16 0.22
C 1.19 -1.49 0.03
*
```

Values from the calculation:
* highest occupied orbital energy (alpha / beta): -14.46 / -14.28 eV


#x
Below is an isolated ion of composition C5H11NO and charge +1, with properties calculated with wB97M-V/def2-TZVPD.

The geometry in ORCA input format:
```
! wB97M-V def2-TZVPD RIJCOSX def2/J DEFGRID3
* xyz 1 2
C 0.17 1.94 -2.09
H -0.70 2.14 -2.76
H -0.69 -0.56 -1.66
N 0.81 -1.05 1.26
H 1.76 -0.89 1.60
C -0.62 -0.16 -0.64
H 0.55 -2.17 3.08
C -0.26 1.32 -0.74
H -1.53 -0.38 -0.07
H -0.28 -0.61 2.99
H 0.47 2.92 -1.74
H 0.82 1.33 -2.71
H 0.58 1.44 -0.03
C 0.31 -1.28 -0.02
H -1.07 1.92 -0.34
C -0.01 -1.50 2.43
H -0.84 -2.11 2.03
O 0.54 -2.30 -0.58
*
```

Values from the calculation:
* highest occupied orbital energy (alpha / beta): -15.18 / -15.13 eV


#y
Below is an isolated ion of composition C5H11NO and charge +1, with properties calculated with wB97M-V/def2-TZVPD.

The geometry in ORCA input format:
```
! wB97M-V def2-TZVPD RIJCOSX def2/J DEFGRID3
* xyz 1 2
H 0.83 0.55 -0.87
H 0.92 -3.11 -0.96
C -1.42 1.94 -0.12
H -1.93 0.36 1.12
H -1.25 1.67 2.06
C 0.81 -2.10 -1.37
H -2.27 2.68 0.08
O -0.95 1.92 -1.28
H 0.16 -1.99 -2.18
N 0.37 -1.29 -0.28
C -1.06 1.12 1.06
H 1.78 -1.81 -1.86
C 0.35 0.52 1.29
H 1.01 1.28 1.67
H -0.63 -1.26 -0.49
H 0.32 -0.24 2.03
H 2.03 -0.24 0.12
C 0.92 -0.02 -0.02
*
```

Values from the calculation:
* highest occupied orbital energy (alpha / beta): -13.92 / -13.86 eV


Most stable structure, least stable structure: #x, #w.


#w
Below is C8H17N7O3W as an isolated structure, with properties calculated with wB97M-V/def2-TZVPD.

The geometry in ORCA input format:
```
! wB97M-V def2-TZVPD RIJCOSX def2/J DEFGRID3
* xyz 4 1
H 5.12 -0.01 -0.56
C 4.26 -0.60 -0.27
C -1.04 2.59 0.82
C 3.27 1.71 -0.39
H 1.53 -4.05 -0.92
H -1.40 -2.43 -0.49
H 2.54 -2.16 -0.20
H -1.68 3.25 -1.15
H -2.96 3.29 0.05
C -2.08 2.72 -0.29
N -2.91 -0.86 1.42
H 4.22 -1.44 -0.96
N -0.69 -1.74 -0.27
H 4.43 -0.94 0.75
H 1.04 1.51 -0.32
N -2.49 1.30 -0.58
H -3.27 -0.42 2.28
H 2.53 2.22 -1.00
O 0.03 3.07 0.89
O -1.34 1.46 1.66
C -3.89 -0.54 0.30
C -3.77 0.97 0.07
N 0.72 0.54 -0.20
N 0.64 -3.59 -0.77
H 4.23 1.90 -0.85
H 3.30 2.14 0.62
N 3.04 0.25 -0.33
C 1.85 -0.26 -0.26
H -4.93 -0.75 0.58
H -2.99 -1.86 1.64
C 0.53 -2.34 -0.44
O -4.49 1.78 0.52
W -1.20 0.23 0.38
N 1.68 -1.63 -0.22
H -3.67 -1.11 -0.61
H -0.16 -4.21 -0.92
*
```

Values from the calculation:
* highest occupied orbital energy (alpha / beta): -24.53 / -24.53 eV


#x
Below is C8H17N7O3W as an isolated structure, with properties calculated with wB97M-V/def2-TZVPD.

The geometry in ORCA input format:
```
! wB97M-V def2-TZVPD RIJCOSX def2/J DEFGRID3
* xyz 4 1
H 1.01 -3.36 -0.36
N -3.21 0.98 -1.68
N -1.25 1.28 -0.47
C 2.47 3.08 0.48
H -1.44 2.25 -0.71
H -3.41 1.97 -1.71
C 1.17 3.81 0.31
H -3.10 -3.49 -0.57
N -1.05 -2.91 -0.62
H -3.88 0.40 -2.19
N 2.22 1.47 0.34
H -2.41 -3.23 -2.23
N 0.17 3.06 1.15
H -0.09 -3.92 0.98
H 1.28 4.85 0.61
N -2.07 -0.88 -0.98
H -0.04 -4.74 -0.59
H 4.14 1.54 1.27
H -0.75 3.46 1.00
C -1.01 -1.62 -0.51
H 0.88 3.77 -0.74
H 3.92 0.20 0.11
O 3.46 -1.06 2.62
H 0.36 3.22 2.14
H 0.62 -1.66 0.57
O 3.53 3.42 0.80
C 3.30 -0.17 1.98
C -2.23 -3.60 -1.22
H -2.85 -1.41 -1.35
C 0.03 -3.77 -0.10
W 0.42 0.90 0.70
H -2.00 -4.66 -1.30
N 0.02 -0.96 0.13
C 3.41 0.82 0.87
C -2.19 0.48 -1.04
O 0.61 0.46 2.32
*
```

Values from the calculation:
* highest occupied orbital energy: -23.80 eV


Most stable structure, least stable structure: #x, #w.


#w
Below is a 2-piece molecular cluster, C12H17N overall, with properties calculated with wB97M-V/def2-TZVPD.

The geometry in ORCA input format:
```
! wB97M-V def2-TZVPD RIJCOSX def2/J DEFGRID3
* xyz 0 1
H 2.51 -0.27 1.15
H -2.04 0.10 2.54
H 1.00 -0.37 2.10
H 2.53 -1.27 2.57
C 1.88 -0.92 1.77
H 0.52 -2.21 0.46
C 1.27 1.45 -1.79
C 1.25 0.45 -2.74
H -2.81 -1.52 0.05
H -0.80 2.13 2.12
H -1.11 -1.65 -1.44
H 0.96 2.92 0.63
H -3.79 -0.35 1.01
H 0.41 -1.38 -3.35
C 0.38 1.38 -0.73
H 2.12 -2.67 0.37
C -0.53 1.54 1.30
C -0.45 -0.80 -1.47
H -1.23 -1.44 2.16
C -1.72 -0.57 1.74
C 1.42 -2.20 1.08
C 0.40 -0.66 -2.54
H -3.29 -2.00 1.56
C -3.00 -1.09 1.03
H 1.36 -2.97 1.85
C -0.40 0.24 -0.50
H 1.62 0.69 -3.72
C -0.91 0.32 0.84
N 0.37 2.13 0.43
H 1.91 2.30 -1.99
*
```

Values from the calculation:
* SMILES: CCc1c[nH]c2ccccc12.CC
* highest occupied orbital energy: -7.79 eV


#x
Below is a 2-piece molecular cluster, C12H17N overall, with properties calculated with wB97M-V/def2-TZVPD.

The geometry in ORCA input format:
```
! wB97M-V def2-TZVPD RIJCOSX def2/J DEFGRID3
* xyz 0 1
H 2.35 -0.97 1.39
C -0.50 3.03 -0.43
C -0.93 -2.34 -2.08
C 1.84 2.23 2.30
H 3.75 0.08 1.68
C 1.17 1.27 0.33
C -0.32 0.83 -1.48
H -3.52 -2.42 -0.66
H -1.70 -2.57 -2.79
H 2.85 -0.28 2.96
H -0.45 -2.34 0.01
H 0.03 -2.70 -2.56
C 0.74 0.38 -0.62
C -1.21 -2.76 -0.60
H -0.82 0.36 -2.31
H -2.84 -2.98 0.83
N 1.03 3.12 1.60
C -0.72 2.13 -1.46
C -2.63 -2.48 0.00
H 1.95 2.39 3.42
C 2.71 -0.13 1.91
H -1.27 2.42 -2.35
H -0.61 -1.29 -2.43
H 0.67 3.89 2.04
C 1.88 1.02 1.59
H -2.50 -1.64 0.50
C 0.49 2.56 0.42
H 1.02 -0.73 -0.50
H -1.21 -3.86 -0.64
H -1.26 3.77 -0.07
*
```

Values from the calculation:
* SMILES: Cc1c[nH]c2ccccc12.CCC
* highest occupied orbital energy: -7.64 eV


#y
Below is a 2-piece molecular cluster, C12H17N overall, with properties calculated with wB97M-V/def2-TZVPD.

The geometry in ORCA input format:
```
! wB97M-V def2-TZVPD RIJCOSX def2/J DEFGRID3
* xyz 0 1
C -4.42 0.69 -0.05
C 0.84 0.10 0.24
H 1.43 0.71 -2.88
C 2.37 1.93 -0.60
H -4.75 0.81 -1.19
C 0.38 -0.75 -1.81
H -4.95 1.43 0.45
H -1.29 -1.84 0.91
C 2.25 2.60 0.64
C 0.18 -0.98 -0.40
H -5.59 -1.03 0.23
C 1.54 1.89 1.65
H 1.60 2.48 2.57
C 1.59 0.80 -0.78
C -0.50 -2.11 0.15
N 1.38 0.17 -2.00
H 1.29 -2.57 1.36
H -1.16 -2.59 -0.52
H 0.83 0.16 2.45
C -4.53 -0.76 0.43
C 0.58 -3.13 0.79
H -4.41 -0.79 1.50
H 1.14 -3.77 0.03
H -3.68 -1.28 -0.01
H 0.24 -3.76 1.55
H -0.10 -1.16 -2.72
H 2.72 3.50 0.79
C 0.94 0.62 1.54
H 2.98 2.27 -1.42
H -3.30 0.90 0.13
*
```

Values from the calculation:
* SMILES: CCc1c[nH]c2ccccc12.CC
* highest occupied orbital energy: -7.53 eV


Most stable structure, least stable structure: #w, #x.


#w
Below is C17H30BrCaN9O5S as an isolated structure, with properties calculated with wB97M-V/def2-TZVPD.

The geometry in ORCA input format:
```
! wB97M-V def2-TZVPD RIJCOSX def2/J DEFGRID3
* xyz -2 1
C -1.43 4.54 4.26
O 0.42 -1.75 3.12
H 3.40 -4.35 -1.96
H 2.76 -2.99 -0.03
H -1.13 2.72 -1.08
H -2.41 -2.47 2.46
H -1.09 -1.20 1.37
H 1.62 -1.79 -5.40
H -4.02 0.04 -0.88
N -3.43 2.02 -1.99
C -2.90 -2.68 1.50
H -4.24 -0.70 2.78
N 2.21 -0.47 -3.19
H -1.22 5.33 4.98
C -0.33 3.36 2.34
H 3.27 -2.10 -6.00
H -3.65 -3.46 1.65
C 0.78 -2.59 -0.67
N -3.32 0.46 -0.28
H -0.04 -3.11 -1.20
O 0.35 0.60 2.63
C 1.88 -1.50 -2.45
Ca 0.73 0.76 0.18
O 1.99 -0.76 1.55
Br 3.21 3.25 0.52
C 1.80 3.77 1.67
N 2.29 -2.82 -2.85
H -1.66 3.63 4.82
N 0.68 3.10 1.52
H -1.20 2.74 2.20
H 4.15 -0.88 -3.99
C 1.97 -3.54 -0.54
H -2.14 -3.05 0.81
H 2.93 5.28 2.70
C -0.27 4.33 3.34
C 2.78 -3.12 -4.17
H 1.32 1.51 -2.37
S 1.27 -0.57 2.86
H -5.14 -0.18 1.34
H -2.33 4.82 3.71
C 3.09 -0.71 -4.30
H 3.11 0.18 -4.94
H 3.84 -3.43 -4.11
H 1.72 -4.75 -2.30
N -1.55 1.99 -0.50
C -2.66 1.55 -0.89
H -5.35 -1.83 1.96
H 1.72 -4.43 0.06
N 1.18 -1.37 -1.34
C -4.63 -1.03 1.80
O 2.21 -0.30 3.95
N -3.56 -1.51 0.94
C 2.66 -1.94 -5.10
H -2.95 2.79 -2.44
H 0.43 -2.35 0.34
C 0.92 5.04 3.46
C 1.99 4.77 2.62
H 2.23 -4.00 -4.56
O 0.78 1.95 -1.71
C 2.38 -3.94 -1.94
H 1.02 5.80 4.23
N -1.42 -0.47 0.72
H -4.36 2.30 -1.71
C -2.66 -0.51 0.50
*
```

Values from the calculation:
* highest occupied orbital energy: -0.50 eV


#x
Below is C17H30BrCaN9O5S as an isolated structure, with properties calculated with wB97M-V/def2-TZVPD.

The geometry in ORCA input format:
```
! wB97M-V def2-TZVPD RIJCOSX def2/J DEFGRID3
* xyz -2 1
N 2.91 -1.02 -0.12
Ca -1.82 0.25 0.04
O -2.17 -1.30 1.51
H 2.34 2.88 3.24
H 2.50 1.81 -2.63
Br -4.71 -0.04 -0.83
H -4.75 -4.75 -2.65
C 2.99 -2.16 0.76
O -0.28 3.13 -2.19
C 1.86 3.67 0.54
H 2.61 4.58 2.81
H -2.19 2.74 4.87
N -0.92 2.99 2.73
H 4.81 0.80 -2.24
C 0.06 2.68 1.79
H 2.63 0.13 -3.15
N -2.80 2.87 4.07
N 0.01 1.67 1.04
H 0.61 0.66 -1.70
C 4.06 -0.75 -0.94
N 1.57 0.49 -1.35
C -4.17 -3.91 -2.26
H 1.81 -1.30 2.34
H -3.66 2.37 4.24
C 3.97 0.64 -1.55
N 1.05 3.68 1.75
S -1.51 2.32 -2.13
H 4.04 1.38 -0.75
H 2.45 4.59 0.51
H 1.22 4.13 3.80
H -5.88 -2.62 -1.97
H -1.52 -5.70 -1.74
C 2.64 0.79 -2.27
C -2.06 -5.27 -2.58
C 1.79 -2.19 1.70
H 3.03 -3.10 0.19
H 0.84 1.56 0.49
O -1.14 0.85 -2.15
N -2.71 -1.82 -1.25
C -4.81 -2.74 -1.88
C -2.17 2.38 2.89
N 0.55 -1.15 -0.13
H -0.94 3.97 2.97
H 4.96 -0.85 -0.33
C 0.51 -2.20 0.88
C 1.84 3.82 2.96
N -2.65 1.53 2.10
C -4.02 -1.73 -1.39
H 1.86 -3.07 2.35
H -3.53 1.11 2.41
H 2.54 2.81 0.49
C -2.79 -4.02 -2.16
H 3.93 -2.09 1.33
H 0.41 -3.17 0.36
O -2.20 2.48 -0.80
H 4.16 -1.50 -1.75
H -1.33 -5.05 -3.36
O -2.40 2.65 -3.24
H -1.02 -2.91 -1.54
H 1.20 3.64 -0.34
H -0.45 -2.03 1.43
C 1.63 -0.64 -0.55
C -2.10 -2.92 -1.66
H -2.75 -6.02 -2.96
*
```

Values from the calculation:
* highest occupied orbital energy (alpha / beta): 1.20 / 1.20 eV


Most stable structure, least stable structure: #w, #x.